1.
ORCA calculation (ωB97M-V with the def2-TZVPD basis set) on a molecular structure, C7H11BrIrN3O7P2S.

Values from the calculation:
* lowest unoccupied orbital energy (alpha / beta): -3.1 / -6.3 eV
* multiplicity: 6
* electronic energy: -128530.0740 eV
* energy above the lowest of the compared OMol25 structures with the same formula, charge and spin: 34.79 kJ/mol
* maximum force: 0.0125 Eh/bohr
* net charge: +1

Each line ends with the Mulliken spin population.
CARTESIAN COORDINATES (ANGSTROEM)
Ir  0.08910  -0.04896  -0.38894  3.00
O  -4.05767  -1.17813  -1.33554  0.02
P  -2.70153  -1.37618  -0.61158  -0.01
O  -2.54879  -2.62658  0.14304  -0.01
O  -1.51751  -1.04639  -1.62517  0.30
O  -2.51492  -0.10478  0.40974  0.03
P  -2.56633  1.44364  -0.19870  0.04
O  -2.86940  2.31745  1.06846  0.00
O  -3.57766  1.48267  -1.26369  0.01
O  -1.06415  1.66114  -0.52249  0.13
H  -4.17405  -0.23626  -1.61076  0.00
H  -3.77404  2.65824  1.08270  0.00
N  -0.06888  -1.92470  1.24111  0.12
N  0.09765  -3.25943  0.82196  0.03
C  0.00976  -3.61031  -0.45967  -0.01
N  -0.18775  -4.88128  -0.74919  0.07
S  0.26126  -2.51570  -1.78476  0.78
H  0.54351  -1.77039  2.03587  -0.01
H  -1.05487  -1.84176  1.50812  -0.01
H  -0.16576  -3.95090  1.51366  0.00
H  -0.35450  -5.58454  -0.04438  0.00
H  -0.25065  -5.15980  -1.71578  0.00
Br  6.58747  0.90957  0.36385  0.03
C  4.76644  0.55969  0.13592  0.14
C  3.84373  1.16515  0.98327  -0.05
C  2.49854  0.90227  0.81010  0.09
C  2.06638  0.02292  -0.20725  0.26
C  3.02090  -0.57568  -1.04634  0.07
C  4.36273  -0.29969  -0.88283  -0.05
H  4.18036  1.84080  1.75727  0.00
H  1.78919  1.39552  1.46638  0.02
H  2.71706  -1.23818  -1.84324  0.01
H  5.09958  -0.73952  -1.54071  0.00


2.
ORCA calculation (ωB97M-V with the def2-TZVPD basis set) on 4 unconnected molecules or ions with the total composition C3H13NO3 at a distorted geometry.

Values from the calculation:
* lowest unoccupied orbital energy: 0.6 eV
* electronic energy: -10953.0132 eV
* energy above the lowest of the compared OMol25 structures with the same formula, charge and spin: 169.66 kJ/mol
* maximum force: 0.0460 Eh/bohr
* SMILES string: C=NCC.O.O.O

Each line ends with the Löwdin charge.
CARTESIAN COORDINATES (ANGSTROEM)
C  -1.24484  -0.73066  1.64384  -0.07
N  -0.52795  0.22226  1.24489  -0.04
C  -0.24386  1.39586  2.02246  -0.31
C  0.80878  2.27098  1.37129  -0.11
H  -1.86357  -0.88709  2.56599  0.09
H  -1.34304  -1.57546  0.95235  0.06
H  -1.11470  2.06398  2.05958  0.11
H  -0.09274  1.26392  3.11761  0.12
H  0.87126  2.08446  0.28554  0.07
H  0.50577  3.35268  1.33872  0.08
H  1.76574  2.40011  1.84566  0.05
O  -0.45892  1.24423  -2.75761  -0.10
H  0.47767  1.08269  -2.54462  0.03
H  -0.71345  0.54925  -2.12049  0.00
O  1.49658  -2.39362  -0.35153  -0.05
H  1.07212  -1.83210  0.31622  0.03
H  2.42244  -2.17974  -0.15670  0.07
O  -0.19829  -1.51183  -2.19496  -0.08
H  0.49219  -2.03560  -1.75241  0.00
H  -0.99515  -2.00979  -2.41698  0.05


3.
ORCA calculation (ωB97M-V with the def2-TZVPD basis set) on 13 unconnected molecules or ions with the total composition C52H143N13O13 at a distorted geometry.

Values from the calculation:
* lowest unoccupied orbital energy: 0.6 eV
* electronic energy: -102220.4939 eV
* energy above the lowest of the compared OMol25 structures with the same formula, charge and spin: 541.64 kJ/mol
* maximum force: 0.0717 Eh/bohr

Each line ends with the Löwdin charge.
CARTESIAN COORDINATES (ANGSTROEM)
C  -16.49070  -6.99062  11.21645  -0.07
C  -17.01996  -7.21355  12.58732  -0.40
C  -18.06979  -8.32024  12.63493  -0.22
O  -18.57842  -8.33287  13.94962  -0.18
C  -19.24222  -9.49515  14.17912  -0.15
N  -15.91245  -7.57093  13.56424  0.07
H  -15.91073  -6.08355  11.14022  0.07
H  -17.30015  -6.93630  10.44208  0.10
H  -15.76357  -7.78261  11.00069  0.08
H  -17.55787  -6.39924  12.96819  0.12
H  -17.67525  -9.32497  12.35573  0.11
H  -18.86849  -8.30130  11.88377  0.13
H  -18.57239  -10.31348  14.18209  0.05
H  -19.99006  -9.79888  13.46154  0.08
H  -19.71398  -9.43488  15.21654  0.11
H  -16.27721  -7.57305  14.49298  0.00
H  -15.74316  -8.57845  13.39611  0.06
C  -21.23558  -11.75157  24.71952  -0.05
C  -20.06534  -11.46271  23.86493  -0.47
C  -18.94405  -12.48292  24.04812  -0.20
O  -18.79336  -12.80430  25.43712  -0.17
C  -17.95967  -13.91455  25.66518  -0.11
N  -20.44087  -11.32614  22.49062  0.07
H  -22.03141  -11.08906  24.56034  0.06
H  -20.98084  -11.93332  25.81620  0.11
H  -21.63145  -12.71557  24.39288  0.05
H  -19.66519  -10.45339  24.22685  0.15
H  -17.99134  -12.14605  23.62623  0.10
H  -19.18324  -13.36171  23.39257  0.10
H  -16.87918  -13.78649  25.32258  0.10
H  -18.29490  -14.79255  25.17730  0.07
H  -17.89392  -14.08006  26.73552  0.09
H  -19.65518  -10.88416  21.97974  0.05
H  -20.46711  -12.24425  22.09490  0.03
C  -16.04552  -11.38477  12.87772  -0.06
C  -15.37983  -12.69795  13.19802  -0.43
C  -14.80694  -13.23603  11.89580  -0.23
O  -15.86953  -13.87405  11.30780  -0.25
C  -15.62414  -14.85102  10.27636  -0.06
N  -14.33065  -12.61219  14.23871  0.06
H  -16.72836  -11.62156  12.10476  0.07
H  -15.28335  -10.60153  12.62675  0.10
H  -16.61090  -11.13986  13.77673  0.05
H  -16.12233  -13.45848  13.47142  0.10
H  -14.01973  -13.92459  12.09877  0.11
H  -14.46895  -12.44807  11.22436  0.13
H  -14.64006  -15.33029  10.49987  0.10
H  -15.59411  -14.39514  9.24856  0.10
H  -16.50783  -15.49515  10.34641  0.07
H  -14.81339  -12.51268  15.11817  0.03
H  -13.68386  -13.42040  14.31134  0.08
C  -12.51710  -5.32486  17.92778  -0.04
C  -13.08525  -5.80267  16.52292  -0.40
C  -13.42960  -7.29127  16.62319  -0.23
O  -12.25238  -8.12727  16.52021  -0.19
C  -12.60303  -9.53999  16.63674  -0.07
N  -14.35517  -5.12817  16.28638  0.03
H  -11.45018  -5.03285  17.92927  0.07
H  -12.70238  -6.00577  18.78752  0.08
H  -13.06906  -4.40853  18.13245  0.05
H  -12.48627  -5.86001  15.59141  0.15
H  -14.02429  -7.50287  15.80161  0.08
H  -13.94809  -7.38549  17.58168  0.11
H  -12.77037  -9.67694  17.69358  0.08
H  -11.79213  -10.09276  16.25933  0.06
H  -13.49505  -9.87811  16.01695  0.10
H  -14.63230  -5.43588  15.37367  0.05
H  -14.13729  -4.14442  16.22371  0.07
C  -17.00726  -14.54963  22.06091  -0.03
C  -16.81276  -15.39424  20.76469  -0.44
C  -15.35554  -15.37936  20.49746  -0.24
O  -14.84094  -14.07423  20.38376  -0.24
C  -13.41462  -14.11809  20.29892  -0.07
N  -17.29671  -16.74075  20.83427  0.05
H  -18.08129  -14.15837  22.12012  0.06
H  -16.38246  -13.64207  21.98269  0.07
H  -16.75066  -15.15704  22.92327  0.08
H  -17.30092  -14.80181  19.93028  0.14
H  -15.10755  -15.95478  19.62052  0.13
H  -14.78926  -15.87996  21.31009  0.13
H  -13.07026  -13.11477  20.26950  0.08
H  -13.07173  -14.53034  19.39762  0.08
H  -13.04045  -14.60035  21.20130  0.09
H  -16.67751  -17.42512  20.37769  0.09
H  -17.41597  -17.08582  21.80829  0.08
C  -18.91482  -7.90884  22.70144  -0.03
C  -17.95464  -8.39856  21.53492  -0.39
C  -16.64015  -7.70150  21.46315  -0.21
O  -16.05585  -7.51981  22.75752  -0.21
C  -14.90667  -6.73919  22.65428  -0.12
N  -17.77702  -9.82880  21.80571  0.05
H  -18.93471  -6.84428  22.65874  0.07
H  -18.59231  -8.19915  23.66601  0.05
H  -19.87340  -8.39286  22.45757  0.08
H  -18.56941  -8.23698  20.64052  0.11
H  -16.88125  -6.70895  21.00256  0.14
H  -15.94607  -8.24369  20.77381  0.13
H  -14.17141  -7.28796  22.08147  0.08
H  -14.65301  -6.57266  23.71168  0.10
H  -15.15133  -5.77761  22.18385  0.09
H  -17.72488  -9.90187  22.84756  0.08
H  -16.93885  -10.25692  21.44274  0.05
C  -14.27211  -10.96058  22.62084  -0.02
C  -14.66391  -11.00316  24.14384  -0.44
C  -13.92142  -12.09211  24.81686  -0.28
O  -14.25263  -13.32936  24.29157  -0.21
C  -13.48775  -14.35173  24.80335  -0.12
N  -14.30596  -9.74933  24.73368  0.05
H  -14.37578  -9.97350  22.17343  0.05
H  -14.81610  -11.70569  21.97804  0.07
H  -13.18670  -11.14318  22.66064  0.09
H  -15.77430  -11.23792  24.25542  0.14
H  -13.98186  -12.16167  25.94168  0.14
H  -12.84103  -11.85186  24.80696  0.12
H  -13.56713  -15.16269  24.09452  0.08
H  -13.77795  -14.60185  25.81682  0.08
H  -12.37763  -13.92154  24.86571  0.13
H  -14.65213  -9.65009  25.69265  0.09
H  -14.70615  -8.96736  24.27133  0.03
C  -17.19196  -11.27807  16.67730  -0.06
C  -16.73049  -11.60789  18.07180  -0.38
C  -17.91592  -11.95685  19.05566  -0.19
O  -18.63239  -13.10826  18.65218  -0.23
C  -19.71067  -13.28669  19.54874  -0.10
N  -15.77306  -12.73215  17.94659  0.08
H  -17.75291  -12.13136  16.32541  0.07
H  -16.35791  -10.93857  16.03502  0.08
H  -17.87564  -10.42518  16.61019  0.06
H  -16.19946  -10.78215  18.58385  0.13
H  -18.67768  -11.14744  19.05383  0.12
H  -17.47675  -12.16750  20.10060  0.12
H  -19.33945  -13.25224  20.59814  0.07
H  -19.86342  -14.31667  19.26884  0.08
H  -20.57521  -12.61787  19.35264  0.09
H  -16.18265  -13.45608  17.42694  0.04
H  -15.43572  -13.08828  18.82412  0.03
C  -17.21831  -16.57741  12.84187  -0.02
C  -18.07969  -15.69165  13.79752  -0.37
C  -17.34169  -15.32240  15.07427  -0.27
O  -17.48276  -16.30661  16.01860  -0.15
C  -18.75934  -16.12854  16.60787  -0.09
N  -18.26223  -14.36022  13.15496  0.05
H  -17.18640  -17.55266  13.22337  0.06
H  -16.19755  -16.08712  12.89373  0.10
H  -17.70609  -16.47234  11.90963  0.05
H  -19.00330  -16.21481  14.03572  0.11
H  -17.70185  -14.35959  15.45801  0.10
H  -16.27897  -15.18469  14.86398  0.12
H  -18.83263  -15.11675  16.92286  0.05
H  -18.70340  -16.79288  17.52865  0.11
H  -19.64801  -16.29191  16.00428  0.07
H  -17.67382  -14.25227  12.32774  0.04
H  -19.22061  -14.38612  12.72890  0.08
C  -25.41105  -11.94861  20.59407  -0.06
C  -23.90629  -12.00796  20.44974  -0.43
C  -23.64740  -12.29537  18.95876  -0.20
O  -24.37096  -13.46764  18.53986  -0.20
C  -23.60661  -14.60390  18.93125  -0.10
N  -23.23558  -10.72731  20.86626  0.07
H  -25.65804  -11.67752  21.64416  0.09
H  -25.80514  -12.98479  20.44409  0.09
H  -25.84602  -11.28030  19.87670  0.07
H  -23.64621  -12.84022  20.98531  0.06
H  -22.56118  -12.44422  18.68023  0.09
H  -24.03295  -11.44207  18.37459  0.14
H  -23.33396  -14.50387  19.95290  0.05
H  -22.62910  -14.58484  18.33605  0.09
H  -24.08281  -15.55570  18.75088  0.09
H  -22.23149  -10.79965  20.73388  0.03
H  -23.32707  -10.61809  21.85370  0.04
C  -21.44936  -17.86898  20.13583  -0.06
C  -20.88936  -17.44744  21.47889  -0.45
C  -21.89631  -17.19041  22.61759  -0.16
O  -22.74342  -16.03590  22.34546  -0.19
C  -22.28989  -14.83413  22.91134  -0.13
N  -19.85860  -18.36681  21.98551  0.01
H  -22.08726  -18.72711  20.32273  0.07
H  -20.67618  -18.20722  19.45883  0.06
H  -22.18007  -17.11175  19.64659  0.10
H  -20.32205  -16.49272  21.34942  0.12
H  -21.41766  -17.15805  23.60407  0.12
H  -22.64252  -17.97743  22.66613  0.12
H  -21.23917  -14.63503  22.60129  0.08
H  -22.31166  -14.76223  24.00795  0.09
H  -22.89664  -14.00841  22.57562  0.06
H  -20.18265  -19.27534  22.34332  0.08
H  -19.06892  -18.41956  21.30637  0.06
C  -21.62321  -13.06129  16.33376  -0.07
C  -21.24041  -13.37981  14.96297  -0.47
C  -21.71143  -14.73798  14.56884  -0.21
O  -21.16978  -15.28582  13.34501  -0.21
C  -22.00069  -16.40924  13.07370  -0.12
N  -21.47237  -12.42258  13.90596  0.07
H  -21.38520  -12.03826  16.49508  0.09
H  -21.08772  -13.66077  17.03365  0.05
H  -22.64892  -13.26076  16.65858  0.07
H  -20.16707  -13.36567  15.19051  0.13
H  -22.85493  -14.67219  14.54543  0.15
H  -21.46290  -15.38141  15.38852  0.10
H  -21.93758  -17.06590  14.02716  0.11
H  -21.74724  -17.05629  12.21851  0.09
H  -23.07357  -16.10376  12.95281  0.09
H  -21.35801  -12.80999  12.95666  0.09
H  -22.39295  -12.02252  13.91775  0.07
C  -20.80727  -8.26922  18.74811  -0.05
C  -20.29721  -6.81210  18.54078  -0.41
C  -19.12014  -6.67914  17.52511  -0.15
O  -18.35694  -7.89049  17.70085  -0.23
C  -17.05321  -7.80876  17.11808  -0.10
N  -21.35802  -5.83237  18.18406  0.04
H  -20.10558  -8.97990  19.25371  0.06
H  -20.88172  -8.61175  17.67523  0.09
H  -21.77880  -8.26083  19.23092  0.06
H  -19.88553  -6.39440  19.44770  0.11
H  -18.50579  -5.88915  17.81835  0.10
H  -19.49514  -6.67205  16.46546  0.14
H  -16.69075  -6.78212  17.13743  0.08
H  -16.99175  -8.12970  16.02025  0.08
H  -16.42213  -8.42519  17.69562  0.06
H  -21.57318  -6.04484  17.22356  0.06
H  -22.13668  -5.91397  18.81693  0.06


Q: Among the records above, which one has the lowest electronic energy?
A: C7H11BrIrN3O7P2S